Entry from the OMol25 dataset: one molecule with the formula C19H22N2O4S2 (wB97M-V/def2-TZVPD).

Computed properties:
Largest force on an atom (eV/A): 0.8
LUMO energy (eV): 0.495
Orbital gap (eV): 9.00
Relative energy (zero: lowest compared OMol25 entry of this formula, charge and spin) (eV): 0.000
Charge: 0
Energy (eV): -52901.4817
HOMO level (eV): -8.5

```
49
C19H22N2O4S2, DFT wB97M-V/def2-TZVPD
H -2.93878 -2.43748 -3.84178
S -3.03812 -0.64486 -0.56656
C 2.89190 2.77229 0.50913
C 2.29369 -1.39667 -0.08288
C 1.39323 2.69210 2.52313
O -2.88717 -1.93763 0.06945
H 2.59525 5.32811 1.53272
C 3.58839 5.07096 1.17071
C -2.68599 -2.26438 -2.79331
H -0.57335 0.08534 -2.12554
H -3.15971 -3.02860 -2.17645
H 0.79652 -4.09334 -0.92579
C -0.52714 0.50093 -1.13246
C 0.65678 -3.03421 -1.18352
H -1.41281 -2.87742 -0.71199
H 2.08587 2.12902 3.15761
C 3.87635 3.57737 1.33709
H 1.40813 1.37239 -1.46810
C -3.20571 -0.90177 -2.37419
H 4.87066 3.36660 0.94009
H 3.38786 -0.13693 1.34489
C 2.55036 -0.78722 1.16549
C -1.49154 0.83189 1.05696
H -0.13398 1.50947 3.56286
N 1.71092 2.44482 1.11677
O 3.13229 2.47323 -0.64094
H 1.21004 -2.81915 -2.10244
C -0.05058 2.20303 2.72647
O -0.42225 -2.08267 -3.58817
H 3.64851 5.34233 0.11978
C 0.67764 1.72794 0.51771
H 3.85306 3.29568 2.38891
H 4.31919 5.65685 1.72287
C -0.37223 1.53954 1.42282
O -4.15957 0.14522 -0.13386
C 1.18409 -2.18293 -0.07550
H -2.31778 0.66803 1.72963
C -1.16586 -2.36582 -2.66912
C 0.60301 1.22246 -0.77006
H -4.27489 -0.81000 -2.55405
H 1.49300 3.75386 2.75560
N -0.74454 -2.81623 -1.47453
H -2.68847 -0.08296 -2.86633
H 2.91218 -1.25349 -0.94983
C 1.62529 -1.11498 2.10085
C -1.55203 0.30882 -0.22817
H -0.73537 3.03248 2.91251
S 0.42481 -2.18056 1.48358
H 1.57124 -0.80741 3.12644
```